2 unconnected molecules or ions with the total composition C4H12O, computed with the ωB97M-V functional and the def2-TZVPD basis.

Calculated values
SMILES string	CCO.CC
charge	0
HOMO	-10.4	eV
relative energy (zero: lowest compared OMol25 entry of this formula, charge and spin)	20.2	kcal per mole
gap between HOMO and LUMO	11.29	eV

Geometry as XYZ:
```
17
Properties=species:S:1:pos:R:3:forces:R:3
O -0.256 0.953 -2.333 0.41 -0.62 1.53
H 0.486 -2.966 0.477 -0.15 -0.36 0.62
H 0.018 2.614 -0.526 -0.54 1.01 0.05
H 2.035 -1.636 2.217 0.27 0.25 -0.04
H -2.065 1.611 -2.031 -0.17 0.26 0.53
C 0.313 -2.007 0.966 0.89 0.46 -1.55
H 0.495 0.613 -1.805 -0.35 0.15 -0.66
C 1.666 -1.336 1.237 0.06 -0.02 -0.11
H 2.409 -1.586 0.476 -0.06 -0.42 0.14
H -1.754 0.245 -0.992 0.24 -0.20 -0.01
C -1.315 1.173 -1.366 0.05 0.58 -1.27
H -0.127 -1.445 0.135 -0.61 0.10 0.39
H -1.776 2.555 0.184 0.29 1.01 -0.06
H 1.624 -0.249 1.138 -0.26 0.04 0.57
H -0.540 1.440 0.604 0.04 0.05 -0.03
C -0.881 2.092 -0.212 0.04 -2.28 -0.07
H -0.331 -2.071 1.833 -0.16 -0.02 -0.04
```
Forces are in eV/Å.


A molecular structure, C14H28FeO14Rb2, computed with the ωB97M-V functional and the def2-TZVPD basis.

Calculated values
2S+1	5
charge	+2
HOMO (alpha / beta)	-14.4 / -14.4	eV
gap between HOMO and LUMO (alpha / beta)	8.17 / 8.10	eV

Geometry as XYZ:
```
59
Properties=species:S:1:pos:R:3:forces:R:3
C 0.572 -0.693 5.311 0.39 -0.30 0.02
H 1.065 1.091 0.851 0.39 -0.58 0.04
C -3.777 -5.953 -1.884 -0.35 0.44 0.18
H 1.956 0.376 -7.314 -0.54 0.04 0.49
O 1.377 3.899 -1.451 -0.10 -0.36 0.28
O -0.738 1.385 6.493 0.50 0.10 -0.48
O 0.072 -0.725 6.639 0.02 -0.14 0.03
H 0.079 -3.456 -3.635 0.09 0.02 0.01
O -3.094 -4.676 -1.876 -0.75 0.21 -0.25
Rb -3.614 -1.475 -1.136 0.26 -0.14 -0.08
H -1.349 2.446 -4.247 0.31 0.23 -0.03
H -3.177 -6.672 -1.337 0.01 -0.32 -0.39
H 0.638 -0.160 2.081 0.06 0.12 0.10
H -2.280 0.965 9.506 -0.11 0.29 -0.27
C -1.875 -4.599 -2.412 0.17 0.36 1.23
H -4.080 -6.205 -2.897 0.59 -0.37 -0.08
H 2.879 4.348 -0.173 0.00 -0.18 -0.10
C 2.602 0.112 -6.478 0.31 -0.06 -1.12
O -1.581 -3.278 -2.405 -0.06 0.57 -0.14
H 2.817 -0.950 -6.577 0.29 0.05 0.18
O -0.403 1.663 2.024 -1.45 0.29 0.49
H 1.469 3.621 0.655 -0.07 -0.33 -0.32
H -1.374 1.443 -2.803 0.16 0.09 0.26
O 1.962 0.380 -5.235 -0.26 0.28 -0.03
O -0.617 3.264 -0.629 -0.55 0.17 0.54
H -0.961 -1.099 0.731 -0.04 0.05 0.09
H 1.053 -1.659 5.177 -0.16 -0.06 -0.07
C 0.176 3.379 -1.559 -0.08 0.09 -0.33
C -0.234 -2.917 -2.745 0.28 -0.11 -0.05
O -1.656 0.557 -0.291 -0.75 1.12 1.18
H -0.704 1.292 10.093 0.46 -0.11 -0.31
H 3.484 0.730 -6.636 0.22 -0.24 0.44
H 0.441 -3.130 -1.916 -0.06 -0.23 -0.02
O -0.833 0.147 8.366 0.51 -0.11 0.16
H 3.560 0.815 -1.732 -0.02 -0.02 -0.21
H -0.209 -1.843 -2.919 -0.24 -0.02 -0.11
Rb 0.583 3.112 4.337 -0.20 -0.33 0.20
C 2.764 0.357 -4.177 0.16 0.04 0.20
C -1.286 2.466 -3.164 -0.70 -0.14 0.09
H 1.426 5.287 0.090 -0.12 -0.05 -0.17
O -1.129 -5.479 -2.681 0.06 -0.39 -0.55
H -2.094 3.082 -2.770 -0.06 -0.09 -0.02
C 0.248 0.579 1.376 0.06 1.26 -0.76
Fe -1.825 2.254 0.841 2.12 -1.59 -1.29
H 0.115 -0.419 -0.488 0.03 -0.20 0.07
C -0.593 -0.150 0.308 -0.04 -0.63 -0.36
C 2.526 0.469 -1.829 1.79 -0.34 0.56
C -0.513 0.361 7.115 -0.32 0.40 0.10
O 3.927 0.086 -4.149 0.13 -0.14 0.02
O 2.024 0.713 -3.113 -1.29 0.24 0.01
H -4.718 -5.786 -1.362 0.19 0.12 0.26
H -1.277 2.195 8.655 0.02 -0.09 -0.19
H -0.216 -0.562 4.572 -0.04 0.17 0.04
O -0.039 3.045 -2.796 0.34 -0.02 -0.25
H 1.986 0.988 -1.041 -0.60 0.13 -0.48
C 1.795 4.286 -0.145 0.33 0.82 0.52
H 2.557 -0.600 -1.599 -0.21 -0.02 -0.08
H 1.371 0.046 5.211 -0.20 0.21 -0.02
C -1.280 1.243 9.171 -0.87 -0.19 0.76
```
Forces are in eV/Å.


CH2S3 in the gas phase, computed with the ωB97M-V functional and the def2-TZVPD basis.

Calculated values
charge	0
HOMO	-9.1	eV
relative energy (zero: lowest compared OMol25 entry of this formula, charge and spin)	46.9	kcal per mole
gap between HOMO and LUMO	6.75	eV

Geometry as XYZ:
```
6
Properties=species:S:1:pos:R:3:forces:R:3
S 2.217 1.434 -0.847 -1.86 -0.76 0.54
S 0.992 0.520 0.415 -0.18 0.13 0.55
C -0.449 -0.503 -0.010 -2.13 -1.51 -1.64
H -0.489 -1.492 0.546 0.79 1.08 -1.04
S -1.385 0.674 1.021 1.82 0.51 -0.95
H -0.887 -0.633 -1.125 1.56 0.56 2.53
```
Forces are in eV/Å.


4 unconnected molecules or ions with the total composition C4H17N2O5, computed with the ωB97M-V functional and the def2-TZVPD basis.

Calculated values
2S+1	2
charge	0
HOMO (alpha / beta)	-3.0 / -10.3	eV
gap between HOMO and LUMO (alpha / beta)	3.45 / 10.52	eV

Geometry as XYZ:
```
28
Properties=species:S:1:pos:R:3:forces:R:3
C -1.619 0.458 0.053 0.61 -1.05 0.80
H -0.429 -0.078 2.983 0.47 -1.65 0.17
H -0.125 -1.145 -4.105 0.38 -0.12 -0.30
O 0.872 1.422 2.255 -0.50 -0.55 -0.36
H -2.323 1.612 3.112 0.01 -0.39 -0.18
H -3.080 1.305 0.972 0.14 -0.13 0.41
O 3.236 0.113 -1.698 -0.67 0.02 -0.62
O 0.924 -3.077 0.161 1.71 -0.29 0.62
H -0.010 1.332 4.035 -1.10 -0.27 0.20
H 0.618 -0.428 0.718 -2.34 1.01 -0.66
O -2.377 0.046 -0.815 0.29 0.29 -0.24
H -0.100 -1.744 -1.264 1.37 2.59 0.67
H 1.111 -0.397 -1.548 0.65 -0.85 -0.06
N -2.110 1.065 1.159 -0.26 0.05 -0.84
O 0.842 -1.200 -4.195 -0.27 1.07 0.46
C -0.246 0.955 3.039 -0.49 2.73 -2.04
H 1.146 -0.281 -4.005 -0.10 -0.95 -0.32
H 1.625 1.610 2.806 0.28 -0.12 0.32
H 0.522 1.097 -0.162 -1.34 -1.01 0.19
H 1.938 -3.131 0.217 -1.57 0.29 -0.45
C -0.129 0.163 -0.039 3.44 -0.20 0.20
H -1.303 2.695 2.326 0.13 -0.05 -0.80
H 3.874 0.816 -1.605 0.35 0.61 -0.07
H -0.452 -0.282 -2.065 0.57 -0.28 1.07
H 3.401 -0.429 -0.928 0.03 -0.71 0.73
N 0.157 -0.645 -1.280 -2.66 -0.80 -1.56
C -1.537 1.624 2.344 1.15 0.65 2.98
H 0.719 -3.206 1.109 -0.26 0.12 -0.31
```
Forces are in eV/Å.


A molecular structure, C35H19F15GeN3O3SV, computed with the ωB97M-V functional and the def2-TZVPD basis.

Calculated values
2S+1	2
charge	+1
HOMO (alpha / beta)	-11.2 / -11.2	eV
relative energy (zero: lowest compared OMol25 entry of this formula, charge and spin)	0.0	kcal per mole
gap between HOMO and LUMO (alpha / beta)	6.82 / 6.90	eV

Geometry as XYZ:
```
78
Properties=species:S:1:pos:R:3:forces:R:3
C 7.724 1.670 1.422 0.28 -0.79 -0.16
C -2.193 -1.865 -0.831 -0.01 -0.76 -0.32
N 1.781 3.118 0.438 0.65 -0.55 0.05
F 0.592 -3.196 1.072 0.42 -0.31 0.10
C -0.987 -4.958 3.827 -0.22 0.83 -0.30
H 2.441 -2.418 -2.592 -0.15 0.01 0.36
F -6.830 -0.646 1.698 -0.16 -0.35 -0.03
F -2.347 -5.023 -2.671 0.15 0.09 -0.13
F -2.976 -4.391 5.006 0.35 0.11 -0.26
C -5.662 -0.031 1.739 0.27 -0.03 -0.06
C -2.559 -3.748 -2.377 -0.46 0.24 0.44
C 5.698 2.929 1.628 0.31 -0.66 -0.23
H -3.342 5.359 -0.622 0.05 -0.04 -0.05
C -3.096 -1.176 -1.615 0.03 0.19 0.00
C -1.727 2.446 -1.223 0.20 -0.04 -0.34
F -3.340 0.102 -1.302 -0.49 0.42 -0.08
C -3.761 -1.700 -2.706 0.04 -0.18 -0.07
H 7.574 -0.266 0.390 0.08 0.32 0.24
C -4.465 -0.695 1.475 -1.01 -0.24 -0.10
C -0.366 3.853 -0.011 0.22 -0.38 -0.53
H 2.533 1.027 -3.911 -0.06 -0.16 -0.30
O 4.941 -0.162 -0.162 1.05 -1.09 -0.03
N -0.565 2.658 -0.620 0.51 -0.16 0.49
H 0.235 0.146 -4.209 0.11 0.04 -0.13
S 0.352 -0.169 0.995 -0.82 -0.85 0.91
Ge -1.674 -1.188 0.948 0.04 0.42 0.07
F -2.090 1.951 1.808 -0.32 -0.06 0.08
C -4.419 1.980 2.059 0.11 -0.01 0.13
F -3.296 -2.195 3.452 -0.05 -0.16 0.36
C 1.643 -0.489 -2.718 -0.09 -0.40 -1.03
H 1.083 -2.100 -1.447 0.30 -0.08 -0.16
C -0.291 -3.514 2.018 -0.10 -0.37 0.29
H -0.304 -1.247 -3.285 -0.01 -0.05 0.09
H -3.654 3.117 -1.825 0.30 0.23 0.39
H 5.473 -0.965 -0.325 -0.26 0.47 0.05
C -1.943 -3.166 -1.270 0.23 0.13 -0.13
H 3.650 0.261 -2.825 0.01 0.03 0.33
C -3.513 -3.012 -3.073 0.06 -0.28 -0.16
F -1.042 -3.907 -0.625 -0.20 -0.27 -0.08
V 1.079 1.282 -0.418 0.46 2.28 1.81
F -4.507 -1.996 1.141 -0.28 0.02 -0.01
C 3.606 2.011 0.720 -1.38 0.28 -0.65
C -0.083 -4.641 2.810 -0.24 0.26 0.07
C 5.014 1.872 0.978 0.53 0.00 0.45
H 3.172 -0.630 -4.215 -0.31 0.03 -0.18
O 2.823 1.062 0.248 0.79 -0.58 0.29
C 2.793 0.065 -3.468 1.76 0.84 -0.09
C 7.058 2.819 1.859 -0.18 -0.45 -0.30
F -4.641 -0.986 -3.400 0.04 0.15 0.10
C -2.752 3.388 -1.264 -0.57 -0.84 -0.60
C 5.685 0.725 0.545 0.18 0.67 0.04
H 7.609 3.601 2.357 -0.03 0.06 0.01
H 2.684 -1.456 -1.105 0.28 0.14 0.08
C 1.993 -1.684 -1.907 -0.33 -0.96 0.26
H 5.164 3.819 1.930 -0.10 -0.14 -0.02
H 0.955 -1.452 -4.501 -0.01 0.08 0.05
C -2.575 4.595 -0.643 0.32 0.10 -0.04
C 0.572 -0.776 -3.735 -1.03 -0.29 -0.07
C -3.257 1.264 1.792 0.43 0.81 0.10
C -2.250 -2.995 3.228 -0.07 -0.48 0.03
C 0.961 4.069 0.593 -0.60 0.01 -0.39
C -3.246 -0.078 1.498 0.90 -0.12 -0.15
H 8.805 1.563 1.592 -0.56 0.12 -0.09
F 0.973 -5.421 2.631 0.16 -0.01 -0.10
H -1.835 1.501 -1.735 0.04 0.06 0.08
C -1.400 -2.705 2.171 -0.08 0.39 0.19
O 1.173 0.542 -1.863 -0.43 -0.18 -1.47
F -6.757 1.971 2.334 0.15 -0.11 -0.12
F -4.382 3.280 2.365 0.16 -0.17 -0.13
C -5.639 1.322 2.043 0.31 -0.07 0.04
C 7.060 0.620 0.770 -0.13 0.30 0.05
C -2.089 -4.117 4.045 0.24 -0.09 -0.19
F -4.191 -3.547 -4.084 0.33 0.11 0.30
H -1.096 5.756 0.451 -0.32 -0.41 -0.39
C -1.331 4.812 -0.067 0.00 1.72 1.38
H 1.244 4.979 1.087 -0.02 0.39 0.25
N 3.085 3.190 0.905 -1.54 0.75 -0.25
F -0.757 -6.014 4.585 -0.19 0.07 -0.02
```
Forces are in eV/Å.


C14H32O6P2 in the gas phase, computed with the ωB97M-V functional and the def2-TZVPD basis.

Calculated values
SMILES string	CC(C)OP(=O)(CCP(=O)(OC(C)C)OC(C)C)OC(C)C
charge	0
HOMO	-10.3	eV
relative energy (zero: lowest compared OMol25 entry of this formula, charge and spin)	5.1	kcal per mole
gap between HOMO and LUMO	11.08	eV

Geometry as XYZ:
```
54
Properties=species:S:1:pos:R:3:forces:R:3
O -1.582 0.397 -0.364 0.06 -0.87 0.28
H -4.102 -0.400 -1.419 -0.04 0.11 -0.06
H 5.236 1.102 0.081 0.03 0.08 0.08
O 1.278 1.320 -1.595 -0.07 -0.01 -0.09
C -3.258 -2.162 -0.523 -0.33 -0.28 -0.40
H 0.508 -1.944 1.114 -0.06 -0.06 0.07
O 0.875 0.534 0.878 0.36 -0.28 -0.76
C 3.915 0.173 -1.348 0.76 0.21 -0.58
H 2.000 -0.143 3.157 -0.01 -0.10 0.10
H -5.221 -1.297 -0.384 -0.10 -0.01 0.07
C 2.435 0.744 2.704 -0.31 0.00 -0.22
H -3.948 -4.123 -1.103 -0.04 -0.07 -0.08
H 1.313 -2.050 -1.270 0.02 0.11 -0.01
H 2.948 -0.950 -2.898 -0.04 -0.08 -0.15
C -3.643 -3.602 -0.199 0.26 0.36 -0.03
H 4.120 -1.886 -1.949 0.04 -0.12 0.03
H 0.510 1.672 2.475 0.15 -0.06 -0.16
H 2.779 1.410 3.491 0.03 0.06 0.08
P -1.493 -0.674 0.835 -0.72 -0.89 -0.55
H -1.844 3.632 -1.083 -0.06 0.13 0.02
H -0.122 -1.138 -1.772 0.05 0.01 -0.06
C -1.685 2.579 -1.299 0.15 -0.31 0.27
C -0.175 -1.838 0.272 -0.58 0.27 0.37
C 3.919 -0.920 -2.408 -0.14 0.25 0.27
C 1.922 2.717 1.213 -0.24 -0.24 -0.04
O 2.961 -0.131 -0.335 -0.84 0.00 0.38
C -3.345 1.864 0.464 0.30 -0.24 -0.01
C 0.562 -1.327 -0.946 0.39 0.58 -0.15
H -2.803 -4.128 0.249 0.06 -0.09 0.03
H -0.626 -2.813 0.076 -0.03 0.06 0.04
H -3.487 1.176 1.294 -0.15 0.06 0.13
H 6.028 0.570 -1.408 0.10 0.02 -0.07
H 3.279 0.448 2.086 0.11 0.00 -0.01
O -2.849 -1.537 0.691 0.34 0.29 0.30
H -1.235 2.078 0.755 -0.01 -0.04 -0.10
H 1.168 3.161 0.568 -0.01 0.12 -0.07
H -4.052 1.621 -0.326 -0.07 0.00 -0.08
H -2.426 -2.151 -1.239 -0.04 -0.04 0.02
H 5.543 -0.617 -0.186 0.08 -0.11 0.06
P 1.411 0.261 -0.587 0.46 -0.54 0.05
H -2.378 2.268 -2.078 -0.13 -0.01 -0.09
H 2.795 2.484 0.607 0.13 0.10 -0.05
C -1.913 1.753 -0.042 -0.31 0.97 -0.05
C 1.385 1.446 1.852 0.29 0.51 0.76
C -4.429 -1.393 -1.122 0.39 -0.04 0.12
C 5.271 0.318 -0.671 -0.43 -0.01 -0.06
O -1.440 -0.149 2.196 0.17 0.20 0.40
H -0.671 2.430 -1.656 0.07 0.06 -0.06
H 4.683 -0.715 -3.153 0.04 0.00 -0.11
H -3.535 2.879 0.805 -0.03 0.09 0.04
H -4.465 -3.606 0.512 -0.11 -0.01 0.07
H -4.812 -1.915 -1.995 -0.05 -0.04 -0.09
H 3.621 1.120 -1.818 0.10 -0.14 0.11
H 2.201 3.431 1.984 0.03 0.02 0.06
```
Forces are in eV/Å.


- Look up the charge of the third one.
  0


- Which formula does entry 1 have?
  C4H12O


- What is the formula in the fifth record?
  C35H19F15GeN3O3SV


- Which value of charge does entry 2 give?
  +2